Formula: C32H93BF3N3O21Pt
Source: the OMol25 dataset
Level of theory: ωB97M-V with the def2-TZVPD basis set

Each line ends with the Löwdin spin population.
Geometry (Å):
Pt  0.224  0.170  -2.538  1.463
F  4.379  1.839  -5.044  0.000
F  2.888  2.747  -3.739  0.000
F  2.402  2.123  -5.737  0.001
O  5.563  -1.973  1.360  0.000
O  4.742  2.205  4.623  0.000
O  -3.711  1.411  -3.195  0.000
O  1.545  -0.191  -4.384  0.081
O  -0.399  2.125  -3.350  0.072
O  -1.562  -3.588  -3.102  0.001
O  -1.492  4.307  -2.017  0.001
O  -3.124  -1.712  -0.981  0.000
O  0.585  -1.972  -1.903  0.064
O  -3.250  -4.150  0.420  0.000
O  2.567  0.507  -2.625  0.030
O  -5.076  2.889  1.453  0.000
O  -5.363  -6.449  0.406  0.000
O  -0.781  -4.662  4.139  0.000
O  0.689  6.234  -1.575  0.000
O  2.484  -4.513  -2.008  0.000
O  -2.399  2.146  1.148  0.001
O  -0.098  1.007  2.794  0.002
O  -5.600  3.673  -1.462  0.000
O  -4.716  -1.877  1.504  0.000
O  -1.809  -2.130  5.155  0.000
N  1.887  2.451  4.330  0.000
N  5.035  -0.653  4.834  0.000
N  -1.726  -0.635  -3.163  0.090
C  -1.998  -0.625  -5.506  0.000
C  4.199  3.148  3.701  0.000
C  -1.926  2.523  2.435  0.000
C  3.533  0.692  -0.398  0.001
C  -0.851  -2.253  4.124  0.000
C  3.090  1.786  -4.645  0.001
C  6.105  -3.286  1.476  0.000
C  -3.177  -0.772  0.036  0.003
C  6.096  2.418  5.044  0.000
C  -1.422  -2.794  -4.286  0.001
C  -4.926  0.785  -2.822  0.000
C  -0.697  2.562  -4.640  0.010
C  5.793  -1.128  2.507  0.000
C  0.002  -3.511  4.379  0.000
C  0.760  4.858  -1.062  0.000
C  4.834  -1.463  3.691  0.000
C  -5.244  -5.356  -0.402  0.000
C  2.090  3.752  2.288  0.000
C  3.816  0.351  -1.853  0.005
C  1.426  -2.642  -0.967  0.008
C  -1.010  -4.937  -3.189  0.000
C  -1.410  1.254  3.136  0.000
C  3.367  -1.417  3.218  0.000
C  2.808  2.768  3.230  0.000
C  -3.802  -4.874  -0.691  0.000
C  -4.571  4.017  -0.572  0.000
C  -0.720  4.434  -0.777  0.000
C  2.762  0.365  -4.053  0.017
C  -4.489  -0.693  0.782  0.000
C  -2.141  -1.449  -4.260  0.015
C  -5.120  4.156  0.790  0.000
C  2.741  -3.217  -1.604  0.001
B  -0.100  0.590  -0.397  0.054
H  -1.005  -0.312  -5.829  0.000
H  6.752  2.742  4.236  0.000
H  -2.027  -1.129  -2.335  0.001
H  6.085  3.296  5.691  0.000
H  0.808  -3.418  -0.515  0.002
H  -2.283  -1.301  5.058  0.000
H  -0.245  1.356  0.349  0.011
H  -0.987  -5.276  -2.153  0.000
H  -0.883  0.741  -1.123  0.028
H  2.959  1.821  2.712  0.000
H  -1.729  2.362  -4.929  0.000
H  3.156  -0.476  2.708  0.000
H  -5.684  -5.648  -1.355  0.000
H  -4.526  4.881  1.347  0.000
H  0.313  -3.662  5.413  0.000
H  -5.280  -0.643  0.034  0.000
H  4.849  3.209  2.828  0.000
H  -2.493  -1.120  0.810  0.000
H  -4.354  -2.675  1.114  0.000
H  -4.155  4.963  -0.917  0.000
H  -2.465  0.048  -3.241  0.001
H  7.176  -3.207  1.663  0.000
H  -2.131  0.438  3.088  0.000
H  -2.750  2.843  3.073  0.000
H  -6.247  -6.535  0.772  0.000
H  -3.755  3.297  -0.639  0.000
H  4.449  0.552  0.176  0.000
H  -2.431  -1.108  -6.382  0.000
H  5.672  -3.918  2.251  0.000
H  1.767  4.683  2.753  0.000
H  -4.146  2.669  1.360  0.000
H  0.893  -3.521  3.750  0.000
H  6.831  -1.146  2.840  0.000
H  1.385  4.215  -1.682  0.000
H  -5.914  -4.609  0.024  0.000
H  2.748  4.055  1.473  0.000
H  2.700  0.133  0.028  0.000
H  -1.190  3.323  2.353  0.000
H  4.224  4.125  4.183  0.000
H  6.033  -3.810  0.523  0.000
H  -0.106  1.923  -5.295  0.000
H  -6.235  4.391  -1.401  0.000
H  0.103  6.817  -1.088  0.000
H  0.054  -4.840  -3.403  0.000
H  2.481  1.925  4.955  0.000
H  5.605  -0.109  2.167  0.000
H  2.647  -1.480  4.033  0.000
H  4.689  0.905  -2.197  0.001
H  1.693  -1.961  -0.159  0.001
H  -3.231  -5.734  -1.042  0.000
H  6.496  1.594  5.635  0.000
H  -2.561  0.303  -5.407  0.000
H  -0.250  -1.361  4.300  0.000
H  -0.134  -2.605  -1.975  0.001
H  1.232  3.267  1.822  0.000
H  4.202  -0.668  -1.883  0.000
H  -0.165  -0.389  0.052  0.003
H  -1.199  5.078  -0.040  0.000
H  1.132  1.841  4.052  0.000
H  -3.183  -1.767  -4.295  0.006
H  3.021  -4.833  -2.736  0.000
H  -1.611  -5.551  -3.860  0.000
H  -4.476  0.166  1.452  0.000
H  -0.056  0.985  1.835  0.001
H  -0.354  -2.576  -4.294  0.000
H  -5.044  0.877  -1.742  0.000
H  -0.416  3.614  -4.692  0.002
H  -0.728  3.401  -0.430  0.000
H  4.370  -0.899  5.553  0.000
H  -2.587  -4.707  0.834  0.000
H  3.242  -2.242  2.517  0.000
H  -1.252  1.499  4.186  0.000
H  -5.740  1.160  -3.442  0.000
H  3.598  -0.312  -4.229  0.002
H  0.864  0.758  -0.852  0.009
H  -3.124  -2.579  -0.570  0.000
H  -2.861  0.197  -0.350  0.003
H  -1.328  -2.100  3.156  0.000
H  -4.721  -0.255  -3.076  0.000
H  -3.790  -4.171  -1.524  0.000
H  2.907  -2.666  -2.530  0.000
H  3.620  -3.180  -0.961  0.000
H  -6.126  4.576  0.811  0.000
H  -1.697  1.618  0.759  0.002
H  -3.740  2.340  -2.954  0.000
H  -1.362  -4.863  4.876  0.000
H  -1.743  -3.322  -5.183  0.000
H  1.280  4.835  -0.104  0.000
H  4.755  0.309  4.712  0.000
H  -1.583  5.130  -2.503  0.000
H  5.070  -2.485  3.987  0.000
H  -0.779  2.783  -2.763  0.001
H  3.300  1.750  -0.279  0.000

Summary:
* energy above the lowest of the compared OMol25 structures with the same formula, charge and spin: 0.000 eV
* orbital gap (alpha / beta): 7.7 / 8.4 eV
* net charge: 0
* largest force on an atom: 0.0899 hartree/bohr
* HOMO energy (alpha / beta): -7.4 / -8.1 eV
* spin multiplicity: 3